Density functional theory data (the ωB97M-V functional and the def2-TZVPD basis) for C15H36KN7O3 as an isolated structure.

Last column: Mulliken charge in e.
Cartesian coordinates (Å):
K1 -0.06248 0.07294 0.20189  0.59
C1 1.18962 3.38062 0.09098  -0.10
C2 2.32557 2.73454 -0.69930  -1.30
N1 2.14009 1.29340 -0.78525  0.37
C3 2.97626 0.57197 -1.73164  -1.43
C4 2.20393 -0.54221 -2.42412  -0.37
N2 1.68687 -1.51878 -1.46653  -0.02
C5 1.02886 -2.67631 -2.08516  -1.00
C6 -0.49549 -2.60247 -2.17010  -0.22
C7 -1.07168 -1.48003 -3.03420  -1.25
N3 -1.14138 -0.23660 -2.27947  0.42
C8 -1.45800 0.97224 -3.03445  -1.39
C9 -0.62752 2.16342 -2.56793  -0.59
N4 -0.82796 2.43777 -1.15014  -0.04
C10 -0.11617 3.63161 -0.67445  -1.06
H1 1.52331 4.34931 0.47282  0.38
H2 0.98333 2.75970 0.97190  -0.03
H3 3.29231 3.00613 -0.24999  0.50
H4 2.33680 3.13235 -1.72034  0.49
H5 2.21442 0.88978 0.14804  0.29
H6 3.88185 0.15755 -1.26388  0.36
H7 3.32558 1.27651 -2.49062  0.44
H8 2.84454 -1.02594 -3.17874  0.48
H9 1.35252 -0.10063 -2.94477  0.09
H10 2.46983 -1.85898 -0.91748  0.26
H11 1.28976 -3.55402 -1.49107  0.43
H12 1.43074 -2.85220 -3.09553  0.32
H13 -0.91458 -2.52940 -1.15999  0.03
H14 -0.84324 -3.56082 -2.56666  0.43
H15 -2.04620 -1.78091 -3.44550  0.55
H16 -0.41615 -1.31255 -3.89582  0.48
H17 -1.79771 -0.35228 -1.51224  0.16
H18 -2.52656 1.22107 -2.98744  0.39
H19 -1.23508 0.78983 -4.08890  0.41
H20 -0.86565 3.03874 -3.19328  0.46
H21 0.42956 1.92935 -2.71392  0.24
H22 -1.81830 2.55138 -0.96131  0.33
H23 -0.78935 4.17391 -0.00642  0.50
H24 0.08975 4.30563 -1.51932  0.32
N5 2.52334 -2.08863 3.06468  -0.57
N6 1.13931 -1.87247 3.11438  -0.04
C11 0.61904 -0.59475 2.86076  0.55
O1 -0.61093 -0.47248 3.15406  -0.96
O2 1.34305 0.26830 2.32412  -0.74
H25 2.69403 -3.03782 2.76412  0.23
H26 2.96105 -1.93976 3.96704  0.21
H27 0.61289 -2.36180 3.82458  0.26
C12 -3.94833 -2.48076 2.23001  -1.17
C13 -3.58440 -1.39845 1.23331  -0.34
O3 -2.18214 -1.22444 1.12496  -0.13
H28 -5.03139 -2.60541 2.28924  0.40
H29 -3.58348 -2.22084 3.22559  0.30
H30 -3.50424 -3.43492 1.94379  0.27
H31 -4.05738 -0.44710 1.50080  0.31
H32 -3.94142 -1.66331 0.23463  0.33
H33 -1.79357 -1.01383 2.00725  0.10
C14 -1.44647 2.51313 3.29623  -0.66
C15 -2.29297 2.34816 2.11977  0.61
N7 -2.94528 2.20201 1.18523  -0.57
H34 -0.97956 1.54650 3.50621  0.07
H35 -2.05796 2.83580 4.13751  0.38
H36 -0.68221 3.26138 3.09302  0.28

Properties
Energy above the lowest of the compared OMol25 structures with the same formula, charge and spin   0.7277 eV
E_HOMO   -8.62 eV
LUMO   0.35 eV
HOMO-LUMO gap   0.330 hartree